Computed, not measured: a molecular structure, C24H31Br4N2NiO7PTe at a distorted geometry, with the ωB97M-V functional and the def2-TZVPD basis.

ORCA input file:
```
! RIJCOSX wB97M-V def2-TZVPD def2/J DEFGRID3
* xyz -2 1
Ni 0.11587 -1.22234 -0.74415
Br -4.47831 -4.92657 2.98618
C -3.35990 -4.28566 1.59256
C -3.13915 -5.04974 0.46152
Br -3.95545 -6.75551 0.27983
C -2.28129 -4.56542 -0.53959
Br -1.94758 -5.57720 -2.11673
C -1.62091 -3.33847 -0.45306
O -0.80689 -2.90846 -1.36074
C -1.86815 -2.52695 0.72944
O -1.26623 -1.39462 0.82764
C -2.72610 -3.03780 1.70418
Br -2.99277 -1.93534 3.23484
C 2.02125 -0.05206 4.17705
N 2.66426 -0.81190 3.13084
C 3.84759 -0.13013 2.64504
C 1.73747 -1.13264 2.04641
C 2.22145 -2.23570 1.12659
C 3.14741 -3.17523 1.57119
C 3.58152 -4.19185 0.73261
C 3.06792 -4.27715 -0.55401
C 2.12597 -3.35406 -0.98689
C 1.69453 -2.31416 -0.16544
H 2.70776 0.05572 5.02273
H 1.12819 -0.57715 4.51712
H 1.71994 0.96023 3.85079
H 3.64311 0.91859 2.36604
H 4.22890 -0.64828 1.76653
H 4.61926 -0.13047 3.42202
H 0.78988 -1.44984 2.49128
H 1.50608 -0.24655 1.43368
H 3.52399 -3.10053 2.58500
H 4.30776 -4.91737 1.08465
H 3.39163 -5.07259 -1.21790
H 1.72009 -3.44981 -1.98713
O -3.82199 -0.99315 -1.59890
C -2.97635 -0.14601 -1.51509
O -1.76259 -0.29934 -2.06286
C -3.25499 1.17986 -0.77485
N -2.29458 2.22279 -1.11775
C -2.96530 3.46934 -1.46348
C -4.44087 3.26336 -1.10529
C -4.62292 1.74655 -1.18946
H -3.24270 0.93046 0.29112
H -1.26679 0.54370 -1.98016
H -1.55411 2.31694 -0.43992
H -2.85447 3.66295 -2.53832
H -2.53124 4.31992 -0.93336
H -5.11198 3.80430 -1.77396
H -4.62109 3.60333 -0.08199
H -4.84462 1.43513 -2.21185
H -5.41973 1.38062 -0.54601
C 1.11897 3.17334 1.61800
C 2.22459 3.12564 0.57318
O 1.69263 2.99758 -0.75065
P 1.53756 1.45008 -1.32738
O 0.43342 0.81634 -0.51185
Te 3.63589 0.46599 -1.61318
O 0.83493 1.84780 -2.73888
C 1.54509 2.65060 -3.67934
C 0.90691 4.02791 -3.77089
H 1.53663 3.30066 2.61831
H 0.54635 2.24704 1.58264
H 0.44282 4.00592 1.40755
H 2.91072 2.29578 0.77598
H 2.80977 4.04958 0.58953
H 1.50618 2.14363 -4.64700
H 2.59633 2.72800 -3.38828
H -0.11962 3.94176 -4.13189
H 1.47205 4.67302 -4.44662
H 0.88603 4.47559 -2.77720
*
```

Calculated values
Orbital gap (alpha / beta), eV: 5.1552 / 5.1544
Highest occupied orbital energy (alpha / beta), eV: -1.2293 / -1.2285
Calculated total energy, Eh: -13983.21963
LUMO energy (alpha / beta), eV: 3.926 / 3.926

Computed, not measured: a molecular structure, C40H37Br2LaN10O3S2 at a distorted geometry, with the ωB97M-V functional and the def2-TZVPD basis.

ORCA input file:
```
! RIJCOSX wB97M-V def2-TZVPD def2/J DEFGRID3
* xyz 2 1
La -0.59835 -0.70534 -0.15933
C 2.39661 -1.54384 2.63494
C 1.46504 -2.69734 2.39666
C 1.52280 -3.82847 3.24443
C 0.70103 -4.89271 3.02717
C -0.18737 -4.88989 1.92130
C -1.07958 -5.93787 1.60506
Br -1.18623 -7.46292 2.70472
C -1.88460 -5.85459 0.51095
C -1.81056 -4.73070 -0.32803
Br -2.94693 -4.64893 -1.82699
C -0.94464 -3.68575 -0.08461
O -0.81184 -2.63683 -0.90437
C -0.14599 -3.74693 1.10037
N 0.63368 -2.64515 1.37441
H 3.42573 -1.85711 2.43583
H 2.36171 -1.21617 3.67517
H 2.16272 -0.70576 1.98257
H 2.22692 -3.83386 4.06863
H 0.72719 -5.75451 3.68416
H -2.57736 -6.65392 0.27767
O -5.70865 4.93394 2.78434
N -4.63706 4.84819 2.22914
O -3.89167 5.78140 1.99400
C -4.16592 3.48421 1.85584
C -4.73913 2.46662 2.51020
C -4.33012 1.11965 2.26024
C -5.00755 0.02357 2.82695
C -4.60575 -1.24811 2.52061
C -3.49108 -1.40998 1.69474
N -2.82733 -0.39662 1.15675
C -3.26268 0.86721 1.39948
C -2.63006 1.97885 0.71131
N -1.59574 1.69741 -0.11820
C -1.07383 2.67085 -0.84540
C -1.56406 3.97490 -0.82136
C -2.57539 4.28758 0.04522
C -3.12027 3.28339 0.87756
H -5.52155 2.66983 3.22964
H -5.85464 0.20146 3.47991
H -5.12232 -2.11805 2.90659
H -3.13323 -2.40957 1.45513
H -0.24734 2.40751 -1.49465
H -1.13750 4.72753 -1.47179
H -2.95534 5.29448 0.09447
N 3.02839 -1.95426 -1.10209
C 3.21193 -0.64685 -0.86167
S 1.89978 0.45650 -0.94729
N 4.46536 -0.28976 -0.59180
C 5.02561 0.98521 -0.24267
C 6.28371 1.26625 -0.75877
C 6.91162 2.45920 -0.43860
C 6.28339 3.37270 0.39705
C 5.03337 3.07451 0.92226
C 4.40100 1.87787 0.61417
H 2.14265 -2.27269 -1.44660
H 3.79718 -2.60483 -1.13237
H 5.16787 -0.98993 -0.77428
H 6.77493 0.55422 -1.41592
H 7.89203 2.67479 -0.84652
H 6.77167 4.30639 0.64667
H 4.54666 3.77572 1.59055
H 3.44218 1.63875 1.05469
N 1.25461 3.26814 6.75914
C 0.95524 2.71010 5.79923
C 0.58942 2.00856 4.59368
C -0.18288 0.85507 4.65086
C -0.48775 0.21353 3.46672
N -0.08619 0.64485 2.26742
C 0.64418 1.76621 2.22514
C 1.00885 2.47564 3.35249
H -0.53459 0.46605 5.59707
H -1.07915 -0.69746 3.48343
H 0.95506 2.11068 1.24580
H 1.61097 3.37177 3.27266
C 0.40399 1.94116 -4.62254
N -0.24841 0.78949 -5.23952
C -0.67271 1.04194 -6.62405
C -0.79800 -0.19248 -4.48758
S -1.31784 0.16503 -2.88059
N -0.94881 -1.40483 -5.02305
C -1.72653 -2.46327 -4.37937
C -0.21384 -1.85752 -6.20908
H 1.15019 2.31571 -5.32287
H 0.90337 1.64992 -3.70402
H -0.31267 2.74094 -4.41183
H -1.10959 2.04059 -6.66899
H -1.43411 0.33789 -6.93543
H 0.16698 1.00125 -7.31749
H -2.31460 -2.06346 -3.56662
H -1.05647 -3.22873 -3.98653
H -2.38748 -2.92016 -5.11727
H 0.68138 -1.26165 -6.35329
H -0.82410 -1.82446 -7.10967
H 0.08033 -2.89196 -6.04211
*
```

Calculated values
Orbital gap, eV: 7.0658
ΔE to the lowest compared entry with this formula, charge and spin, kcal per mole: 11.02
Highest occupied orbital energy, eV: -12.6316
Calculated total energy, Eh: -8295.41143
LUMO energy, eV: -5.566

Computed, not measured: 2 unconnected molecules or ions with the total composition C5H15NO2 at a distorted geometry, with the ωB97M-V functional and the def2-TZVPD basis.

ORCA input file:
```
! RIJCOSX wB97M-V def2-TZVPD def2/J DEFGRID3
* xyz 0 1
C 1.14911 0.74685 2.49371
C 1.95118 1.04957 1.16477
N 0.99886 0.98902 0.01874
C 1.52943 1.69752 -1.15566
C 0.40578 -0.30563 -0.17808
C -1.01233 -0.24947 -0.75404
O -1.03781 0.18723 -2.10902
H 0.10242 0.89240 2.21465
H 1.38292 1.58389 3.15461
H 1.25473 -0.24537 2.91185
H 2.82428 0.39476 1.13206
H 2.06831 2.13529 1.19443
H 2.39639 2.30782 -0.84996
H 1.83002 1.18325 -2.06667
H 0.87677 2.54155 -1.34693
H 1.02209 -1.04248 -0.73776
H 0.29768 -0.86193 0.75044
H -1.47953 0.59048 -0.20366
H -1.59931 -1.12273 -0.47300
H -0.23875 0.65531 -2.30816
O -5.17445 -4.49367 -0.66211
H -4.45810 -4.97865 -1.07376
H -5.08969 -3.65501 -1.11647
*
```

Calculated values
Orbital gap, eV: 9.4183
ΔE to the lowest compared entry with this formula, charge and spin, kcal per mole: 55.97
Highest occupied orbital energy, eV: -8.6750
Calculated total energy, Eh: -404.66588
SMILES: CCN(C)CCO.O
LUMO energy, eV: 0.743

Computed, not measured: 2 unconnected molecules or ions with the total composition CH9N5O3 at a distorted geometry, with the ωB97M-V functional and the def2-TZVPD basis.

ORCA input file:
```
! RIJCOSX wB97M-V def2-TZVPD def2/J DEFGRID3
* xyz 2 1
C 0.76118 0.13405 0.03810
N -2.31143 1.64836 0.26218
N 1.95576 0.03327 -0.68496
N -0.41659 0.46664 -0.51991
N 2.97119 -0.40817 0.15839
N -1.57250 0.43770 0.23211
O 0.82124 -0.11740 1.23107
O -1.50849 -2.13157 -0.09543
O -2.38177 -0.41308 -0.25685
H -2.90617 1.78555 -0.62661
H -2.75152 2.01959 1.06061
H 2.08104 0.31787 -1.62510
H -0.66219 0.61154 -1.47107
H 3.88831 0.06462 0.15632
H 2.48689 -0.38666 1.08376
H 3.10336 -1.57741 -0.10728
H -1.17262 0.23588 1.17408
H -2.38567 -2.72078 -0.00941
*
```

Calculated values
Orbital gap (alpha / beta), eV: 8.0924 / 8.0870
ΔE to the lowest compared entry with this formula, charge and spin, kcal per mole: 102.87
Highest occupied orbital energy (alpha / beta), eV: -19.1536 / -19.1559
Calculated total energy, Eh: -542.02013
LUMO energy (alpha / beta), eV: -11.061 / -11.069

Computed, not measured: 8 unconnected molecules or ions with the total composition C17H52N12O10 at a distorted geometry, with the ωB97M-V functional and the def2-TZVPD basis.

ORCA input file:
```
! RIJCOSX wB97M-V def2-TZVPD def2/J DEFGRID3
* xyz 0 1
C 1.57405 -0.03566 -2.84438
O 0.87207 -1.04529 -2.12997
C 1.35314 -2.37018 -2.29991
C 0.84219 -2.92641 -3.62571
N -0.59885 -3.16004 -3.63090
C -1.29656 -2.26284 -4.56354
C -2.78409 -2.16357 -4.35591
O -3.05114 -1.90580 -2.97140
C -4.41884 -1.77633 -2.68083
H 2.38554 0.37450 -2.24602
H 0.85824 0.74511 -3.10309
H 1.96702 -0.42330 -3.79066
H 0.96486 -2.96874 -1.47520
H 2.44876 -2.40585 -2.28016
H 1.33731 -3.85080 -3.93808
H 1.10472 -2.19350 -4.39827
H -1.03443 -2.89415 -2.75013
H -1.12850 -2.63439 -5.58643
H -0.88758 -1.23879 -4.62536
H -3.33880 -3.07781 -4.60074
H -3.21055 -1.34591 -4.94715
H -4.54121 -1.41363 -1.66260
H -4.89093 -2.76947 -2.69206
H -4.94606 -1.14685 -3.40472
C -4.50989 2.95187 -3.99016
O -3.12092 3.09788 -4.12756
C -2.41645 1.87980 -4.00076
C -2.03313 1.57540 -2.56444
N -1.10537 2.53411 -2.01910
C -0.80019 2.27385 -0.61321
C 0.20979 3.25852 -0.09025
O -0.34563 4.57618 -0.16090
C 0.55969 5.51728 0.30668
H -4.94697 2.43777 -4.85252
H -4.92265 3.95725 -3.89135
H -4.83265 2.43115 -3.07832
H -1.52550 1.88125 -4.63124
H -3.02834 1.03399 -4.34761
H -1.58712 0.57325 -2.60036
H -2.95478 1.50244 -1.95940
H -1.46071 3.48063 -2.09656
H -0.40557 1.25733 -0.57963
H -1.70103 2.31447 0.02128
H 1.11754 3.25329 -0.69827
H 0.39716 3.00075 0.95734
H 0.89125 5.29456 1.33370
H 0.08081 6.49942 0.37047
H 1.45476 5.66924 -0.30909
N 0.75978 -1.83992 7.10090
C 2.10483 -1.76379 6.76803
N 2.94795 -2.33110 7.66683
O 2.48430 -1.24782 5.72816
H 0.52626 -2.08185 8.04952
H 0.17218 -1.17082 6.63130
H 3.93525 -2.33527 7.49147
H 2.63563 -2.76135 8.51849
N 4.55016 1.51268 1.15792
C 4.47330 1.41528 -0.19297
N 5.55405 0.83574 -0.80643
O 3.52939 1.85301 -0.83066
H 5.35831 1.23295 1.68172
H 3.77437 1.88942 1.67957
H 6.37786 0.60710 -0.28188
H 5.56264 0.68766 -1.79651
N 1.24917 3.59009 4.42750
C 1.81611 2.42902 3.98577
N 1.95987 1.48106 4.96129
O 1.98418 2.24001 2.78378
H 1.11908 3.84471 5.38849
H 1.11126 4.30012 3.73067
H 2.27192 0.55220 4.72519
H 1.55403 1.69807 5.85159
N -1.77572 -2.62874 -0.54560
C -2.31969 -3.77630 -0.04871
N -1.74918 -4.23770 1.11190
O -3.23425 -4.38614 -0.59626
H -1.00168 -2.25714 -0.01357
H -2.20840 -2.17709 -1.34197
H -1.02525 -3.70365 1.57089
H -2.09456 -5.12784 1.41314
N 1.13509 -0.37741 0.71886
C 0.78850 -1.19395 1.75094
N 0.95774 -0.65405 2.98065
O 0.30843 -2.32079 1.56003
H 1.04147 -0.62754 -0.26152
H 1.69905 0.40890 1.00291
H 0.80936 -1.18893 3.81641
H 1.12164 0.33191 3.07168
O -1.21206 -2.41564 4.63287
H -0.54222 -2.81152 5.20137
H -1.10460 -2.85552 3.78071
*
```

Calculated values
Orbital gap, eV: 8.1617
ΔE to the lowest compared entry with this formula, charge and spin, kcal per mole: 0.00
Highest occupied orbital energy, eV: -8.1805
Calculated total energy, Eh: -2088.54838
SMILES: COCCNCCOC.COCCNCCOC.NC(N)=O.NC(N)=O.NC(N)=O.NC(N)=O.NC(N)=O.O
LUMO energy, eV: -0.019

Computed, not measured: 2 unconnected molecules or ions with the total composition C5H11O2 at a distorted geometry, with the ωB97M-V functional and the def2-TZVPD basis.

ORCA input file:
```
! RIJCOSX wB97M-V def2-TZVPD def2/J DEFGRID3
* xyz -1 1
C 3.90783 0.56040 0.54351
C 2.82691 -0.51471 0.54098
H 4.43320 0.54383 -0.40928
H 3.44133 1.54702 0.61974
H 4.64044 0.45410 1.33416
H 3.23482 -1.52898 0.45539
H 2.22429 -0.34168 -0.34423
H 2.21622 -0.51906 1.43082
C -0.80716 0.64089 -0.13856
C -0.96626 0.66647 1.41127
C -1.82867 -0.32819 -0.79458
O -1.36788 -1.12410 -1.63981
O -3.00386 -0.18162 -0.39155
H -1.12617 1.61811 -0.52215
H 0.22585 0.37667 -0.36802
H -0.11644 0.11667 1.85536
H -1.85882 0.09888 1.66910
H -0.90059 1.66142 1.85262
*
```

Calculated values
Orbital gap, eV: 7.2495
ΔE to the lowest compared entry with this formula, charge and spin, kcal per mole: 9.12
Highest occupied orbital energy, eV: -3.8089
Calculated total energy, Eh: -347.63514
LUMO energy, eV: 3.441